No. 1
Computed, not measured: 5 unconnected molecules or ions with the total composition C30H45N3O16S4, with the ωB97M-V functional and the def2-TZVPD basis.

```
98
Properties=species:S:1:pos:R:3:forces:R:3
H -3.424 -1.680 0.699 -0.157 -0.094 0.150
H -2.776 1.619 -9.196 0.075 -0.044 -0.159
H 6.838 2.318 10.953 -0.025 0.005 0.010
C -4.031 -3.528 -4.375 -0.026 -0.310 0.231
C 4.881 -2.207 -7.114 -0.022 -0.059 -0.021
H 1.288 2.768 5.466 -0.091 -0.099 -0.052
C -2.454 -4.538 -1.050 -0.197 0.436 -0.203
C -3.053 -2.316 -6.354 0.021 -0.349 0.346
S 4.757 1.291 10.568 0.201 0.121 0.284
N -1.797 1.677 -8.942 -0.428 -0.061 0.541
H 4.463 1.270 -9.913 0.000 -0.173 0.006
C -0.858 -1.150 -6.002 -0.186 -0.432 0.263
C 2.895 2.421 11.989 -0.458 0.149 -0.008
H -4.705 -4.529 -2.592 -0.122 0.028 -0.161
O -4.772 2.461 3.012 0.117 -0.132 0.020
C -2.083 -1.225 -6.658 -0.080 0.388 -0.303
C -0.533 -2.189 -4.985 0.041 0.104 -0.237
C -2.563 1.741 2.015 0.054 0.086 0.000
H 1.011 -0.098 -5.813 0.013 -0.087 -0.030
H 6.651 0.775 11.853 -0.023 -0.003 0.002
O -4.758 0.455 1.574 -0.191 -0.045 -0.196
O 4.879 -0.085 -8.477 0.116 -0.111 0.026
H 2.194 0.650 12.998 -0.031 0.035 0.031
H -0.634 -3.803 0.474 0.042 0.042 0.067
O 4.293 -0.061 10.546 -0.071 0.007 -0.161
H 2.945 2.468 4.965 -0.025 -0.112 -0.158
C -3.600 -2.504 0.013 0.130 0.095 -0.080
C 5.799 2.210 -8.515 0.108 -0.114 0.166
H -3.842 -2.073 -0.961 0.040 -0.077 -0.057
C 0.199 -0.584 3.155 -0.046 0.043 -0.017
O 6.097 -0.045 -6.328 -0.050 0.052 0.103
O 0.286 -0.631 5.749 -0.178 0.122 0.148
C 2.413 1.474 6.793 -0.166 -0.227 0.008
O 3.620 -0.038 -6.373 -0.096 0.148 0.123
O -4.531 2.719 0.582 -0.162 -0.100 -0.099
H -3.303 -5.172 -0.785 0.067 -0.096 0.020
H 2.855 3.064 12.865 0.172 -0.009 0.011
C 6.482 1.292 10.913 0.055 0.037 0.021
S -4.279 1.803 1.652 0.333 0.060 0.283
C -3.869 -4.065 -3.100 0.136 0.143 0.068
O -0.749 1.346 4.652 -0.086 -0.019 0.223
H 3.715 1.634 -8.362 0.022 -0.094 0.090
H -1.530 -5.115 -1.012 -0.042 -0.095 0.114
C -1.512 0.728 -7.940 -0.097 0.457 -0.537
H 2.786 2.278 7.428 0.085 0.029 -0.083
H 5.751 -2.491 -7.700 0.006 0.023 -0.003
H 6.958 0.754 10.096 -0.032 0.000 -0.020
H -0.584 -3.357 -2.597 0.009 0.007 -0.002
H 1.921 0.626 11.261 -0.007 0.029 -0.016
O 0.592 1.795 -7.687 0.201 0.034 0.534
C 1.925 1.267 12.141 0.118 -0.169 -0.090
H 4.952 -2.620 -6.110 -0.016 0.035 0.016
N -1.368 -3.115 0.651 -0.025 -0.080 -0.079
C -7.138 1.769 3.179 0.105 -0.166 -0.090
H -1.633 2.625 -8.623 0.332 -0.043 -0.170
C -2.411 -0.281 -7.622 0.225 -0.313 0.124
S 0.243 0.309 4.672 0.350 -0.173 -0.433
H 5.590 3.213 -8.888 -0.041 -0.029 -0.067
H 5.970 2.277 -7.442 -0.038 0.011 0.002
O 4.485 2.166 9.467 -0.129 -0.084 -0.094
H 3.175 0.698 6.725 0.054 0.052 0.024
C 0.051 -0.154 -6.316 0.448 0.230 -0.064
H -6.356 3.562 2.242 0.097 -0.059 -0.060
O 1.671 0.977 4.483 -0.001 -0.135 -0.016
O -3.857 -2.703 -7.174 -0.069 0.145 -0.071
H 2.655 3.034 11.118 0.103 -0.057 -0.060
H -2.090 1.226 1.180 -0.074 0.009 -0.048
H -6.184 3.515 3.992 0.168 -0.013 0.014
C 4.637 1.294 -8.839 -0.116 0.455 -0.095
H 0.915 1.653 12.284 0.028 0.066 0.048
O 4.276 1.999 11.907 0.100 -0.114 0.027
C -1.705 -2.860 -4.345 0.011 -0.093 0.395
C -2.945 -2.915 -4.990 0.144 0.325 -0.628
N 1.534 3.223 -5.932 0.066 -0.237 -0.027
C -2.643 -4.001 -2.459 0.306 -0.177 0.349
H 0.189 0.116 2.325 0.034 0.003 0.006
H 1.544 1.037 7.282 -0.020 0.019 -0.022
C -1.550 -3.406 -3.083 -0.194 -0.036 -0.281
H -4.467 -3.097 0.314 -0.021 0.088 0.120
S 4.869 -0.458 -6.932 0.011 -0.166 -0.280
C -6.143 2.908 3.089 -0.436 0.169 -0.016
H 1.065 -1.238 3.110 0.007 0.005 0.017
H -7.139 1.166 2.272 -0.001 0.029 -0.016
H -8.142 2.169 3.322 0.029 0.062 0.052
C 2.070 2.008 5.419 0.099 0.406 0.344
H 3.958 -2.523 -7.592 -0.002 0.025 -0.006
C 1.109 2.493 -6.715 -0.168 0.211 -0.334
C -0.281 0.764 -7.283 -0.411 -0.251 0.051
H -2.414 1.182 2.933 -0.028 0.066 0.048
H -6.894 1.111 4.013 -0.027 0.034 0.031
H -3.373 -0.344 -8.115 0.018 0.017 -0.046
C -2.384 -3.376 -0.065 0.043 -0.028 -0.060
H -5.261 -4.192 -5.692 0.068 0.317 -0.259
O -5.270 -3.575 -4.952 -0.053 -0.226 0.309
H -0.714 -1.178 3.162 0.003 0.000 -0.007
O 0.606 -2.472 -4.691 -0.013 0.105 0.160
H -2.175 2.752 2.106 -0.011 0.002 0.043
H 6.716 1.843 -8.975 -0.015 0.027 -0.048
```
Positions in Å, forces in eV/Å.

The total energy is -112408.9248 eV. The LUMO energy comes out at -0.035 Eh. Its HOMO-LUMO gap is 8.3 eV. As for the highest occupied orbital energy: -0.3380 Eh. Its SMILES is [H]/N=C(/C)Cc1cc(O)c2c(c1)C(=O)c1cc(OC#N)c(N)cc1C2=O.CCOS(C)(=O)=O.CCOS(C)(=O)=O.CCOS(C)(=O)=O.CCOS(C)(=O)=O.

Löwdin population analysis, charges in e, atoms 1 to 5: 0.059 0.093 0.075 -0.233 -0.118

---

No. 2
Computed, not measured: 7 unconnected molecules or ions with the total composition C30H45N7, with the ωB97M-V functional and the def2-TZVPD basis.

```
82
Properties=species:S:1:pos:R:3:forces:R:3
H 4.887 -0.016 1.120 -0.320 0.358 -0.114
N -4.067 2.669 3.256 -0.073 -0.280 0.167
H 0.324 -1.087 -1.838 -0.047 0.159 -0.080
C 3.457 0.138 3.357 0.364 -0.072 -0.151
C 0.241 -5.769 -1.892 0.003 -0.027 0.220
N 2.956 -0.300 2.047 -0.024 0.165 0.081
H 2.142 -3.859 1.032 0.005 -0.086 0.000
H -0.709 3.758 -3.847 0.044 -0.376 -0.018
N 1.517 -2.830 2.795 -0.413 0.291 0.074
H 0.269 -1.920 0.567 0.111 -0.043 -0.189
H 4.360 -1.805 -0.668 0.173 0.172 0.020
C -3.708 1.787 2.273 0.168 -0.013 0.048
H -0.180 -5.274 1.433 0.084 0.094 -0.235
C -2.102 3.340 2.508 -0.063 0.305 0.026
N 0.848 4.614 -2.111 -0.104 -0.345 -0.235
H -1.926 1.732 0.986 -0.173 -0.169 -0.017
C -2.550 2.258 -5.971 0.047 -0.148 0.138
H -1.862 -1.692 1.660 -0.317 -0.136 -0.057
H -2.140 -3.777 -1.184 0.183 0.106 0.056
H 0.209 -0.114 2.321 -0.148 0.093 -0.217
C -0.550 -1.021 -1.209 0.480 -0.065 0.308
H -1.196 1.343 -4.463 0.051 0.048 0.044
H -3.460 4.045 -6.965 0.029 -0.022 -0.019
H -4.847 2.521 3.872 0.006 0.169 -0.033
H 2.699 -1.754 -0.172 -0.032 0.075 0.071
H -1.060 5.239 -1.467 -0.120 -0.132 0.350
H -3.014 1.399 -6.426 -0.012 0.060 -0.113
H -3.064 -5.848 -2.112 0.030 -0.220 0.001
C -0.427 -3.853 3.120 -0.001 -0.219 0.027
H -0.932 -7.522 -2.619 -0.101 0.048 -0.135
C -2.004 -5.720 -1.969 -0.087 0.028 0.076
H 3.997 1.805 4.569 0.066 -0.097 -0.069
H 0.826 1.365 -1.885 -0.035 -0.015 -0.254
H -3.636 -0.666 -0.095 -0.037 0.098 -0.256
H 1.265 -6.104 -1.901 -0.008 -0.022 -0.196
C 0.764 0.824 2.259 -0.251 -0.112 0.578
C -1.826 -0.595 -1.460 0.109 -0.101 -0.349
N -1.288 3.464 -4.618 0.108 0.836 -0.018
C -0.577 3.043 -1.451 0.044 0.272 0.066
C 2.011 0.625 1.422 0.014 -0.047 -0.122
C -2.504 2.197 1.766 0.225 0.004 0.075
H 0.299 -2.187 4.417 -0.024 -0.026 0.041
C -0.180 -4.565 -1.397 -0.189 0.075 0.044
C 4.041 -0.720 1.176 0.773 -0.821 -0.058
N -1.547 -4.556 -1.420 -0.003 0.171 -0.315
H 2.956 2.257 3.272 0.102 0.023 -0.238
H 0.357 -3.714 -1.023 0.091 -0.064 0.036
H -1.199 3.920 2.403 0.009 -0.047 -0.141
H 3.431 -0.314 -0.888 0.003 -0.035 -0.015
H 0.912 1.099 3.308 0.456 0.133 -0.127
C 3.804 1.613 3.507 -0.208 0.300 0.810
N -0.498 -1.484 0.078 -0.724 -0.251 0.025
H -1.397 -4.137 3.496 0.089 0.000 0.203
H 2.420 3.372 -2.836 0.097 -0.088 0.168
C 3.613 -1.153 -0.216 -0.300 0.016 -0.206
H 4.364 -0.438 3.554 -0.112 -0.120 0.047
H -1.896 5.418 -5.267 0.107 -0.001 0.055
H 2.743 -0.152 4.133 -0.094 0.129 -0.024
H -3.172 4.379 4.167 -0.005 0.030 -0.020
C -2.597 -0.869 -0.298 -0.276 0.028 0.103
H 4.510 -1.610 1.620 -0.215 0.120 0.239
C -0.401 4.395 -1.577 0.291 0.342 -0.291
H -4.291 0.901 2.090 -0.092 0.089 -0.181
C -3.089 3.611 3.417 -0.073 -0.106 0.063
C 0.413 -2.886 3.605 -0.124 0.111 -0.315
H 4.699 1.953 2.989 -0.106 -0.161 -0.346
H -2.122 -0.161 -2.402 -0.253 -0.013 0.082
H 2.471 1.581 1.127 0.059 0.017 0.224
C 0.611 2.419 -1.937 -0.238 -0.198 0.436
C 1.461 3.406 -2.349 0.046 0.482 0.001
H 2.058 -1.965 2.727 0.341 -0.215 -0.248
H 0.125 1.605 1.858 -0.040 -0.130 -0.248
C -1.624 2.197 -4.960 -0.062 -0.386 0.040
C -0.920 -6.508 -2.256 0.120 -0.078 0.149
H 1.697 0.166 0.485 -0.069 0.067 -0.020
H -1.481 2.594 -1.074 0.086 -0.213 -0.042
C -2.779 3.630 -6.240 -0.160 0.126 -0.217
C -1.760 -1.435 0.618 0.861 0.215 0.418
H 1.237 5.518 -2.312 -0.013 -0.076 -0.046
C 1.374 -3.750 1.780 0.166 0.088 0.166
C -1.982 4.353 -5.392 -0.181 -0.191 0.002
C 0.200 -4.427 1.980 -0.115 0.023 0.197
```
Positions in Å, forces in eV/Å.

The total energy is -42269.2108 eV. The LUMO energy comes out at 0.021 Eh. Its HOMO-LUMO gap is 8.5 eV. As for the highest occupied orbital energy: -0.2921 Eh. Its SMILES is c1cc[nH]c1.c1cc[nH]c1.c1cc[nH]c1.c1cc[nH]c1.c1cc[nH]c1.c1cc[nH]c1.CCN(CC)CC.

Löwdin population analysis, charges in e, atoms 1 to 5: 0.120 -0.001 0.110 -0.248 -0.110